# 1
ORCA calculation (ωB97M-V/def2-TZVPD) on a molecular structure, C21H14NRuS2Se2Te2.

As for the energy: -7093.7783 Ha. The net charge is -1.

Positions of all 43 atoms, in Å:
H -2.2499 -4.1941 -0.9900
H -2.3489 0.2371 2.7376
H -5.6711 -0.6455 -0.5160
C 4.4100 0.7504 -2.2085
C 3.5653 0.8805 -1.0835
N 1.3859 0.5129 -0.0712
C 1.8548 0.9690 1.0757
H -6.3615 -2.9662 -1.0311
Te 0.3973 3.0521 -2.9487
H -1.6167 0.4623 5.0647
Se -0.7396 2.9467 0.6032
C 3.9983 1.4770 0.1244
C 2.6986 -0.4953 -3.3354
C 0.9307 0.8995 2.2110
C 1.3398 1.0451 3.5385
H 4.6357 -0.0152 -4.1799
H -4.6548 -4.7441 -1.2687
C -3.5718 -1.1081 -0.4517
H 0.8707 -0.8038 -2.2867
Se -1.0860 1.0884 -2.5529
C 2.2493 0.3687 -1.1283
C 3.9850 0.0851 -3.3204
C -1.3120 0.4590 2.9483
C 0.4297 0.8921 4.5636
Te -1.1713 4.5296 -1.3203
C -0.4028 0.6102 1.8897
H 2.3712 -1.0556 -4.2021
H 2.3744 1.2661 3.7740
C -4.3443 -3.7323 -1.0381
S -3.0682 0.4966 -0.0819
H 0.7464 1.0007 5.5936
S -0.9364 -1.7091 -0.3798
C -2.6073 -2.1164 -0.5904
C 3.1765 1.4749 1.1978
Ru -0.8571 0.4620 -0.0802
C 1.8517 -0.3597 -2.2727
H 4.9937 1.9031 0.1793
H 3.4913 1.8991 2.1403
C -4.9360 -1.4355 -0.6171
C -5.3139 -2.7222 -0.9027
H 5.4058 1.1768 -2.1616
C -3.0137 -3.4321 -0.8848
C -0.8984 0.5899 4.2628

---

# 2
ORCA calculation (ωB97M-V/def2-TZVPD) on a molecular structure, C27H31BrN4OReSSi.

As for the energy: -4681.7604 Ha. Its multiplicity is 4.

Positions of all 67 atoms, in Å:
H -1.0757 1.1203 -3.6339
C 0.3667 2.6170 3.6481
H 1.0278 0.7374 -3.2734
C 1.7856 -0.7972 -0.5623
H -2.3885 3.0095 0.9825
H 4.0517 5.2976 0.2788
H -1.1757 4.8356 -0.5769
C -1.5847 4.4159 -2.6676
H 4.2698 2.1553 3.1748
C 3.2728 3.3973 -0.3331
C 3.8666 4.2699 0.5657
N 0.8449 -0.6930 2.1491
C 4.2294 3.8254 1.8302
C -1.2883 3.9681 -1.2296
C 3.9430 0.3660 -2.3014
C 3.8086 -0.5480 -3.3505
N 2.0707 -3.9503 2.6653
H 3.0093 3.7566 -1.3219
H 6.9786 -0.6006 -4.5324
C 5.2042 0.9199 -2.0792
H 0.8223 3.7794 -1.5151
H -2.1298 1.7433 -2.3839
N -0.0896 1.9340 -1.9896
H 7.2586 1.0219 -2.6885
C -0.7979 1.7646 1.6806
C 0.9507 0.4089 2.8391
Re -0.1670 -0.9111 0.3766
O -0.9657 0.9066 0.7064
C 3.9846 2.5090 2.1911
H 2.0732 -4.8099 2.1502
N 1.6135 -1.7194 2.6618
C 3.0193 2.0683 0.0107
Br -1.5661 -1.5391 -1.4781
H 4.7106 4.5011 2.5259
H 2.5356 -1.1648 0.1455
C 6.2885 0.5772 -2.8755
H -0.9613 5.2793 -2.9108
C 4.8873 -0.8949 -4.1484
C 1.1893 1.5392 -2.5466
H -0.2905 4.4955 4.4191
S 0.3081 -3.2190 0.8269
H -2.0663 4.7463 2.7074
Si 2.4192 0.8308 -1.2729
C 1.4103 -2.8871 2.1494
C -1.4297 3.8707 2.6963
C -0.0103 3.1431 -1.1699
C 0.1949 1.6052 2.6829
H 5.3426 1.6289 -1.2705
H -2.1212 3.3775 -0.8426
H 1.6797 2.3674 -3.0965
H 1.6510 0.3688 3.6687
C -0.4238 3.7357 3.6613
C -1.6149 2.9093 1.7329
C -1.2049 1.9415 -2.9307
H 1.7453 -1.5233 -1.3781
H 1.1359 2.4866 4.4009
H 0.2142 2.8671 -0.1341
C -1.3119 3.2764 -3.6710
H 2.8406 -0.9986 -3.5476
H -2.6247 4.7407 -2.7345
H 2.8098 -3.7762 3.3253
C 3.3856 1.6423 1.2885
H 4.7562 -1.6042 -4.9565
H 3.2054 0.6118 1.5796
H -2.0989 3.2195 -4.4259
C 6.1335 -0.3312 -3.9114
H -0.3692 3.4524 -4.1958

---

These records have F_max values of 0.010, 0.024 Eh/bohr, in the order they appear.